The following is a DFT calculation (ωB97M-V/def2-TZVPD) of a structure of composition C43H40BrN11O6SZr at a distorted geometry.

Calculated values
**HOMO**: -7.0 eV
**Gap between HOMO and LUMO**: 0.2249 hartree
**Energy**: -5735.79683 Eh
**Lowest unoccupied orbital energy**: -0.03056 hartree
**Relative energy (zero: lowest compared OMol25 entry of this formula, charge and spin)**: 2.4 kJ/mol

Structure (ORCA input):
```
! wB97M-V def2-TZVPD RIJCOSX def2/J DEFGRID3
* xyz 0 1
Zr 0.638 -0.268 0.683
N 3.755 2.538 3.213
C 2.720 1.707 3.272
S 1.266 2.236 3.931
N 3.072 0.452 2.816
N 1.969 -0.350 2.636
C 1.905 -1.462 3.325
C 0.914 -2.429 3.014
C 0.647 -3.452 3.877
C -0.427 -4.274 3.634
C -1.310 -3.994 2.607
C -1.007 -2.918 1.823
N 0.079 -2.189 1.982
H 3.724 3.484 3.504
H 4.524 2.284 2.651
H 2.588 -1.626 4.110
H 1.325 -3.562 4.722
H -0.636 -5.144 4.269
H -2.205 -4.580 2.490
H -1.563 -2.650 0.928
C -5.180 -1.077 1.845
C -5.713 -0.515 0.555
C -6.946 -0.891 0.048
C -7.415 -0.376 -1.166
C -6.709 0.565 -1.853
C -5.453 0.956 -1.395
C -4.969 0.462 -0.199
N -3.712 1.002 0.332
C -2.516 0.382 0.116
N -2.495 -0.453 -0.999
C -1.544 -1.445 -1.390
C -0.354 -1.687 -0.744
C 0.377 -2.840 -1.153
C -0.039 -3.643 -2.193
C -1.174 -3.284 -2.928
C -1.954 -2.236 -2.500
C -3.286 -2.014 -3.192
N -1.493 0.572 0.884
C -1.810 1.396 2.026
C -1.746 0.765 3.214
C -1.992 1.468 4.402
C -2.226 2.801 4.250
C -2.190 3.458 3.039
C -2.134 2.754 1.845
C -2.374 3.443 0.479
H -5.790 -1.952 2.143
H -5.257 -0.409 2.740
H -4.140 -1.345 1.755
H -7.606 -1.553 0.583
H -8.355 -0.770 -1.534
H -6.995 1.101 -2.771
H -4.761 1.652 -1.859
H -3.793 1.428 1.241
H -3.247 -0.352 -1.637
H 1.280 -3.072 -0.611
H 0.516 -4.532 -2.468
H -1.439 -3.904 -3.772
H -3.432 -2.867 -3.852
H -3.373 -1.124 -3.782
H -4.134 -1.966 -2.502
H -1.440 -0.229 3.308
H -2.142 0.871 5.304
H -2.422 3.473 5.133
H -2.280 4.514 3.010
H -2.101 4.488 0.372
H -3.429 3.327 0.210
H -1.866 2.851 -0.298
O 1.223 4.556 -2.944
C 1.221 3.480 -3.726
O 1.252 3.572 -4.938
C 1.272 2.212 -3.046
C 1.371 0.996 -3.736
N 1.219 0.029 -2.825
N 1.016 0.519 -1.589
C 1.015 1.845 -1.696
C 0.868 2.579 -0.425
O 0.784 3.802 -0.448
O 0.833 1.816 0.590
H 0.976 4.299 -2.011
H 1.568 0.791 -4.807
H 1.176 -0.965 -2.971
O 2.489 -1.063 0.085
C 3.480 -1.787 0.621
C 4.929 -1.317 0.470
C 5.666 -2.265 1.409
C 4.503 -3.062 2.015
O 4.646 -3.887 2.887
N 3.250 -2.777 1.425
H 4.997 -0.264 0.759
H 5.157 -1.382 -0.596
H 6.147 -1.756 2.231
H 6.374 -2.914 0.956
Br 6.776 1.923 -0.647
C 6.126 1.795 -2.474
C 4.937 2.358 -2.890
C 4.593 2.338 -4.242
C 5.455 1.656 -5.051
C 6.584 1.061 -4.555
N 6.944 1.176 -3.283
H 4.303 2.855 -2.161
H 3.644 2.694 -4.569
H 5.248 1.568 -6.125
H 7.234 0.519 -5.208
*
```

---

The following is a DFT calculation (ωB97M-V/def2-TZVPD) of a cluster of 2 separate species, C23H49IN3O5P2 in total at a distorted geometry.

Calculated values
**HOMO**: -4.4 eV
**Gap between HOMO and LUMO**: 0.2433 hartree
**Energy**: -2426.66956 Eh
**Lowest unoccupied orbital energy**: 0.08172 hartree
**Relative energy (zero: lowest compared OMol25 entry of this formula, charge and spin)**: 0.0 kJ/mol

Structure (ORCA input):
```
! wB97M-V def2-TZVPD RIJCOSX def2/J DEFGRID3
* xyz -1 1
C -5.769 0.819 -4.174
C -4.371 0.223 -4.135
O -4.217 -0.983 -4.058
N -3.345 1.148 -4.267
C -2.006 0.706 -3.862
C -0.926 1.502 -4.582
C -0.828 3.013 -4.249
C 0.401 3.402 -3.402
C 0.233 3.627 -1.886
O 1.420 3.263 -1.220
P 1.325 1.741 -0.293
C 1.776 0.766 -1.895
C 2.075 -0.707 -1.671
N 3.518 -0.914 -1.473
C 1.028 2.663 1.353
C -0.301 2.548 2.124
C -0.501 1.434 3.174
C -1.788 1.811 3.945
C -0.682 0.022 2.605
C -0.089 -1.116 3.477
C 1.162 -0.839 4.272
C 2.416 -1.232 3.970
C 3.509 -1.273 5.026
C 2.819 -1.614 2.570
O -0.412 1.659 -0.671
C -0.835 2.928 -1.024
P -2.635 2.998 -1.453
O -3.295 2.305 -0.121
I -3.008 5.411 -1.022
H -6.121 0.778 -5.206
H -5.803 1.840 -3.801
H -6.410 0.155 -3.599
H -3.596 1.951 -3.693
H -1.886 0.755 -2.775
H -1.877 -0.346 -4.115
H -1.149 1.418 -5.650
H 0.034 1.009 -4.433
H -1.763 3.418 -3.862
H -0.699 3.499 -5.221
H 0.775 4.352 -3.797
H 1.189 2.687 -3.632
H 0.086 4.705 -1.742
H 2.763 1.849 -0.013
H 1.365 0.493 0.442
H 0.932 0.832 -2.583
H 2.663 1.231 -2.327
H 1.809 -1.261 -2.583
H 1.468 -1.145 -0.870
H 3.887 -0.197 -0.865
H 3.698 -1.828 -1.086
H 1.179 3.729 1.155
H 1.838 2.376 2.029
H -0.399 3.469 2.712
H -1.176 2.517 1.471
H 0.311 1.509 3.900
H -2.658 1.640 3.302
H -1.805 2.867 4.215
H -1.938 1.178 4.824
H -0.340 -0.045 1.570
H -1.758 -0.172 2.550
H -0.864 -1.434 4.180
H 0.123 -1.979 2.841
H 1.027 -0.273 5.196
H 3.071 -1.532 5.988
H 3.992 -0.293 5.115
H 4.281 -1.987 4.746
H 1.952 -1.945 2.013
H 3.533 -2.439 2.565
H 3.294 -0.770 2.065
H -0.801 3.564 -0.117
H -3.023 2.782 0.674
C 2.455 -6.506 0.537
C 1.698 -5.349 1.147
O 2.245 -4.303 1.448
N 0.362 -5.508 1.347
C -0.461 -6.663 1.050
H 3.497 -6.218 0.442
H 2.390 -7.391 1.172
H 2.065 -6.745 -0.453
H -0.082 -4.698 1.750
H -1.247 -6.392 0.342
H -0.934 -7.033 1.961
H 0.136 -7.459 0.618
*
```

---

The following is a DFT calculation (ωB97M-V/def2-TZVPD) of the ion C3H6ClN3 with charge +2 at a distorted geometry.

Calculated values
**HOMO**: -20.8 eV
**Gap between HOMO and LUMO**: 0.3584 hartree
**Energy**: -741.60402 Eh
**SMILES string**: [H]/N=C/[NH+]=C\[NH+]=C\Cl
**Lowest unoccupied orbital energy**: -0.40694 hartree
**Relative energy (zero: lowest compared OMol25 entry of this formula, charge and spin)**: 235.0 kJ/mol

Structure (ORCA input):
```
! wB97M-V def2-TZVPD RIJCOSX def2/J DEFGRID3
* xyz 2 1
C -0.950 0.464 1.205
C -0.312 -1.235 -0.443
C 1.050 0.689 -0.844
N 0.085 1.222 0.948
N -1.146 -0.624 0.393
N 0.800 -0.639 -0.907
Cl 2.618 1.236 -0.947
H -1.674 0.330 2.013
H -0.605 -2.151 -0.872
H 0.221 1.359 -1.278
H 0.342 1.876 1.598
H -2.047 -1.258 0.422
H 1.619 -1.270 -1.288
*
```

---

The following is a DFT calculation (ωB97M-V/def2-TZVPD) of a cluster of 6 separate species, C44H78BCl2FNO22PS8 in total at a distorted geometry.

Calculated values
**HOMO**: -8.2 eV
**Gap between HOMO and LUMO**: 0.2692 hartree
**Energy**: -8004.87300 Eh
**SMILES string**: CCC[C@]1(CP(=O)(O)O)C[C@@](CCCSC(=S)N(c2ccccc2)c2ccccc2)(B(O)CC)S(=O)(=O)O[C@@]1(F)/C(Cl)=C(\C)Cl.CCOS(C)(=O)=O.CCOS(C)(=O)=O.CCOS(C)(=O)=O.CCOS(C)(=O)=O.CCOS(C)(=O)=O
**Lowest unoccupied orbital energy**: -0.03132 hartree

Structure (ORCA input):
```
! wB97M-V def2-TZVPD RIJCOSX def2/J DEFGRID3
* xyz 0 1
C 3.033 0.932 1.469
C 2.242 0.267 0.245
C 0.664 0.403 0.208
C 0.056 1.909 -0.006
C 1.085 2.836 -0.821
P 1.536 2.326 -2.560
O 2.901 2.968 -2.924
O 0.387 3.083 -3.616
O 1.474 0.665 -2.905
C -0.053 2.675 1.443
C -1.337 2.330 2.337
C -0.999 1.870 3.870
C 0.244 0.883 4.030
C -0.125 -0.501 4.810
S 1.357 -1.238 5.686
C 0.752 -2.466 6.928
S 0.960 -2.088 8.566
N 0.121 -3.775 6.639
C 1.014 -4.714 5.933
C 1.308 -6.086 6.649
C 2.286 -7.103 5.962
C 2.959 -6.850 4.575
C 2.666 -5.500 3.872
C 1.730 -4.481 4.580
C -1.213 -3.651 6.022
C -1.543 -3.657 4.511
C -2.999 -3.476 3.938
C -4.203 -3.293 4.895
C -3.891 -3.280 6.429
C -2.438 -3.463 7.000
B -2.096 3.784 2.588
O -3.460 4.074 2.240
C -1.294 5.088 3.221
C -1.405 6.382 2.231
S -2.401 1.003 1.636
O -2.204 -0.287 2.438
O -3.884 1.235 1.672
O -1.998 0.567 0.073
C -1.373 1.672 -0.691
F -1.280 1.062 -2.038
C -2.312 2.919 -0.922
Cl -1.833 4.697 -0.800
C -3.684 2.756 -1.337
C -4.402 1.365 -1.622
Cl -4.766 4.226 -1.627
H 2.863 0.407 2.487
H 4.158 0.740 1.252
H 2.951 2.075 1.541
H 2.800 0.608 -0.712
H 2.477 -0.869 0.305
H 0.305 -0.284 -0.654
H 0.227 -0.103 1.155
H 0.759 3.946 -0.890
H 2.081 2.912 -0.233
H 0.189 2.408 -4.304
H 0.716 0.445 -3.503
H -0.101 3.793 1.132
H 0.936 2.602 2.035
H -0.781 2.781 4.552
H -1.912 1.365 4.373
H 1.026 1.393 4.721
H 0.797 0.645 3.066
H -0.982 -0.342 5.572
H -0.424 -1.267 4.003
H 0.853 -6.349 7.674
H 2.543 -8.091 6.478
H 3.668 -7.588 4.065
H 3.101 -5.202 2.859
H 1.534 -3.485 4.034
H -0.717 -3.754 3.736
H -3.142 -3.480 2.799
H -5.250 -3.167 4.465
H -4.790 -3.111 7.121
H -2.309 -3.435 8.129
H -3.804 4.604 3.000
H -0.163 4.840 3.257
H -1.682 5.374 4.262
H -1.493 7.357 2.833
H -2.335 6.300 1.570
H -0.463 6.491 1.573
H -3.737 0.807 -2.392
H -4.493 0.670 -0.724
H -5.419 1.491 -2.150
O -3.586 -3.374 -2.737
S -2.548 -2.501 -3.220
O -2.832 -1.401 -4.106
O -1.365 -3.397 -3.866
C -1.703 -4.341 -4.881
C -1.921 -3.666 -6.222
C -1.630 -1.885 -1.838
H -2.578 -4.929 -4.587
H -0.862 -5.034 -4.961
H -2.814 -3.038 -6.206
H -2.046 -4.410 -7.012
H -1.076 -3.019 -6.472
H -1.365 -2.722 -1.192
H -2.265 -1.181 -1.302
H -0.739 -1.377 -2.203
O 6.703 4.094 3.501
S 6.813 3.329 2.285
O 6.402 1.950 2.212
O 8.323 3.453 1.720
C 9.405 3.119 2.589
C 9.577 1.616 2.713
C 6.015 4.222 0.980
H 9.272 3.584 3.570
H 10.308 3.547 2.148
H 8.732 1.166 3.238
H 10.486 1.378 3.270
H 9.631 1.150 1.726
H 6.363 5.254 0.995
H 4.940 4.185 1.158
H 6.252 3.744 0.030
O -8.027 4.641 -3.346
S -8.479 3.313 -3.023
O -7.642 2.157 -3.217
O -9.902 3.051 -3.746
C -9.999 3.256 -5.155
C -9.396 2.099 -5.929
C -9.072 3.303 -1.355
H -9.539 4.206 -5.441
H -11.063 3.329 -5.391
H -8.314 2.055 -5.791
H -9.596 2.205 -6.998
H -9.805 1.146 -5.583
H -9.750 4.145 -1.217
H -8.211 3.402 -0.693
H -9.581 2.358 -1.167
O 3.445 -8.711 1.480
S 3.553 -9.474 0.263
O 3.116 -10.842 0.183
O 5.071 -9.378 -0.285
C 6.137 -9.736 0.594
C 6.278 -11.242 0.715
C 2.787 -8.563 -1.048
H 6.003 -9.271 1.574
H 7.053 -9.324 0.164
H 5.419 -11.677 1.230
H 7.177 -11.500 1.281
H 6.333 -11.707 -0.272
H 3.156 -7.538 -1.027
H 1.710 -8.578 -0.882
H 3.025 -9.043 -1.997
O 2.277 7.741 -7.742
S 1.215 6.836 -8.099
O -0.171 7.209 -7.990
O 1.439 5.432 -7.328
C 1.588 5.451 -5.908
C 0.254 5.619 -5.208
C 1.507 6.234 -9.739
H 2.296 6.227 -5.603
H 2.023 4.489 -5.623
H -0.165 6.611 -5.393
H 0.367 5.497 -4.129
H -0.471 4.889 -5.574
H 2.541 5.899 -9.813
H 1.328 7.055 -10.434
H 0.816 5.417 -9.943
*
```

---

The following is a DFT calculation (ωB97M-V/def2-TZVPD) of a structure of composition C14H18Cl2FN2PS at a distorted geometry.

Calculated values
**HOMO**: -8.0 eV
**Gap between HOMO and LUMO**: 0.2544 hartree
**Energy**: -2413.47510 Eh
**Lowest unoccupied orbital energy**: -0.03933 hartree

Structure (ORCA input):
```
! wB97M-V def2-TZVPD RIJCOSX def2/J DEFGRID3
* xyz 0 1
C 4.597 -0.652 1.248
C 3.117 -0.158 0.971
Cl 3.029 1.582 1.579
C 2.702 -0.205 -0.567
Cl 2.612 -1.889 -1.238
C 1.370 0.619 -0.725
C 1.511 1.938 -1.354
C 0.249 2.734 -1.504
N 0.243 3.998 -2.102
S -1.359 4.447 -2.032
N -2.175 3.194 -1.262
C -1.138 2.304 -1.033
C -1.218 0.962 -0.362
P -2.810 0.229 0.359
C -4.322 1.061 -0.387
C -2.698 0.734 2.197
C 0.011 0.142 -0.238
C -0.139 -1.286 0.436
C -0.782 -2.222 -0.689
C -0.554 -3.753 -0.423
F -1.026 -4.458 -1.587
H 4.568 -1.579 1.898
H 5.184 -0.865 0.307
H 5.120 0.122 1.883
H 2.426 -0.758 1.616
H 3.531 0.326 -1.118
H 2.502 2.324 -1.697
H -5.086 0.247 -0.549
H -4.767 1.729 0.415
H -4.127 1.627 -1.331
H -1.629 1.044 2.408
H -3.339 1.647 2.323
H -2.946 -0.110 2.888
H 0.855 -1.705 0.745
H -0.774 -1.246 1.364
H -1.877 -2.040 -0.838
H -0.288 -1.972 -1.676
H -1.126 -4.167 0.450
H 0.551 -3.943 -0.374
*
```

---

The following is a DFT calculation (ωB97M-V/def2-TZVPD) of a structure of composition C25H28AuN4O4.

Calculated values
**HOMO**: -16.7 eV
**Gap between HOMO and LUMO**: 0.1854 hartree
**Energy**: -1624.12452 Eh
**Lowest unoccupied orbital energy**: -0.42719 hartree
**Relative energy (zero: lowest compared OMol25 entry of this formula, charge and spin)**: 0.0 kJ/mol

Structure (ORCA input):
```
! wB97M-V def2-TZVPD RIJCOSX def2/J DEFGRID3
* xyz 3 1
Au -0.859 -0.966 0.093
C 0.256 -0.962 4.270
C -0.722 -0.886 3.150
O -0.334 -1.297 2.005
N -1.943 -0.455 3.370
C -3.020 -0.526 2.387
C -2.997 0.655 1.451
C -3.873 1.710 1.626
C -3.851 2.789 0.753
C -2.936 2.778 -0.289
C -2.085 1.701 -0.414
N -2.105 0.659 0.434
H 1.265 -1.055 3.880
H 0.026 -1.838 4.880
H 0.182 -0.080 4.905
H -2.162 -0.135 4.305
H -3.965 -0.559 2.923
H -2.936 -1.466 1.837
H -4.581 1.677 2.444
H -4.536 3.616 0.883
H -2.877 3.588 -1.001
H -1.352 1.670 -1.208
O 3.834 5.581 1.093
C 4.471 4.486 0.672
O 5.638 4.501 0.423
C 3.676 3.204 0.499
C 4.407 2.107 0.041
C 3.800 0.884 -0.161
C 2.436 0.740 0.097
C 1.701 1.834 0.542
C 2.318 3.059 0.751
N 1.718 -0.464 -0.082
C 2.286 -1.584 -0.238
C 1.473 -2.801 -0.393
C 2.081 -4.020 -0.651
C 1.313 -5.168 -0.777
C -0.064 -5.075 -0.637
C -0.621 -3.837 -0.380
N 0.133 -2.733 -0.265
H 2.898 5.443 1.264
H 5.462 2.246 -0.155
H 4.397 0.066 -0.538
H 0.642 1.720 0.747
H 1.714 3.883 1.110
H 3.364 -1.734 -0.241
H 3.157 -4.060 -0.750
H 1.783 -6.121 -0.979
H -0.705 -5.941 -0.717
H -1.689 -3.722 -0.256
C -1.846 -0.587 -4.096
C -0.980 0.646 -3.822
C -0.088 0.213 -2.684
O -0.922 -0.781 -1.932
C -2.136 -1.137 -2.717
H -1.307 -1.318 -4.698
H -2.769 -0.335 -4.614
H -1.593 1.507 -3.553
H -0.383 0.922 -4.690
H 0.227 0.986 -1.985
H 0.788 -0.344 -3.015
H -2.991 -0.665 -2.230
H -2.218 -2.222 -2.672
*
```